{
  "formula": "C64H51Cl2N7O3PReS2",
  "method": "ωB97M-V with the def2-TZVPD basis set",
  "total_charge": 3,
  "s2": 0.775,
  "de_lowest_kj_mol": 0.0,
  "fmax_ev_per_a": 3.85,
  "e_tot_ev": -141884.5461,
  "multiplicity": 2,
  "gap_ev": [4.83, 4.93],
  "species": ["Re", "N", "C", "N", "C", "N", "N", "C", "N", "C", "C", "C", "C", "C", "N", "H", "H", "H", "H", "H", "H", "H", "H", "Cl", "C", "C", "C", "Cl", "C", "C", "C", "C", "N", "C", "C", "O", "H", "H", "H", "H", "C", "C", "C", "C", "C", "C", "C", "S", "O", "C", "C", "C", "C", "C", "C", "C", "C", "C", "C", "C", "C", "C", "C", "C", "C", "C", "C", "C", "C", "S", "O", "C", "C", "C", "C", "C", "C", "C", "H", "H", "H", "H", "H", "H", "H", "H", "H", "H", "H", "H", "H", "H", "H", "H", "H", "H", "H", "H", "H", "H", "H", "H", "H", "H", "C", "P", "C", "C", "C", "C", "C", "C", "C", "C", "C", "C", "C", "C", "H", "H", "H", "H", "H", "H", "H", "H", "H", "H", "H", "H", "H"],
  "coordinates": [[-0.662, -0.421, 0.082], [1.407, 0.013, 2.674], [0.141, 0.221, 3.053], [-0.128, 0.425, 4.325], [-1.382, 0.752, 4.654], [-1.707, 0.864, 5.927], [-2.308, 1.045, 3.712], [-1.985, 0.775, 2.479], [-0.820, 0.217, 2.085], [-2.858, 1.213, 1.387], [-3.968, 2.015, 1.624], [-4.650, 2.535, 0.536], [-4.220, 2.202, -0.741], [-3.120, 1.370, -0.884], [-2.439, 0.913, 0.153], [2.112, 0.168, 3.376], [1.656, 0.124, 1.695], [-1.005, 0.690, 6.629], [-2.635, 1.150, 6.198], [-4.254, 2.226, 2.641], [-5.488, 3.197, 0.687], [-4.724, 2.585, -1.612], [-2.765, 1.082, -1.864], [-4.598, -3.609, -0.417], [-3.584, -3.008, -1.650], [-3.849, -3.317, -2.984], [-3.036, -2.881, -4.012], [-3.374, -3.340, -5.624], [-1.892, -2.084, -3.733], [-0.968, -1.653, -4.696], [0.148, -0.966, -4.275], [0.288, -0.648, -2.927], [-0.600, -0.969, -1.994], [-1.661, -1.724, -2.382], [-2.484, -2.190, -1.312], [-2.160, -1.867, -0.107], [-4.714, -3.921, -3.214], [-1.134, -1.883, -5.735], [0.918, -0.666, -4.966], [1.175, -0.134, -2.601], [8.895, -2.120, 0.300], [7.503, -1.745, -0.070], [6.700, -2.640, -0.777], [5.416, -2.292, -1.144], [4.926, -1.040, -0.800], [5.697, -0.134, -0.095], [6.983, -0.494, 0.264], [3.259, -0.710, -1.388], [2.491, 0.022, -0.323], [3.627, 0.476, -2.725], [3.733, -0.193, -3.957], [3.832, 0.510, -5.126], [3.732, 1.919, -5.114], [3.677, 2.666, -6.310], [3.491, 4.024, -6.280], [3.376, 4.687, -5.053], [3.481, 3.998, -3.875], [3.659, 2.599, -3.869], [3.680, 1.853, -2.652], [3.734, 2.634, -1.401], [4.894, 3.374, -1.046], [6.098, 3.309, -1.780], [7.155, 4.127, -1.465], [7.069, 5.023, -0.390], [5.933, 5.069, 0.379], [4.821, 4.252, 0.075], [3.638, 4.317, 0.842], [2.528, 3.594, 0.485], [2.585, 2.793, -0.657], [1.183, 1.902, -1.317], [0.307, 1.556, -0.113], [0.271, 3.210, -2.171], [0.481, 4.571, -2.023], [-0.217, 5.462, -2.818], [-1.120, 5.026, -3.785], [-1.770, 5.982, -4.726], [-1.353, 3.655, -3.887], [-0.653, 2.756, -3.107], [8.980, -3.192, 0.460], [9.226, -1.593, 1.192], [9.568, -1.857, -0.517], [7.091, -3.611, -1.041], [4.792, -2.981, -1.695], [5.288, 0.830, 0.170], [7.600, 0.208, 0.803], [3.742, -1.275, -3.949], [3.952, -0.001, -6.069], [3.773, 2.146, -7.250], [3.425, 4.586, -7.197], [3.219, 5.754, -5.039], [3.409, 4.528, -2.940], [6.179, 2.623, -2.610], [8.063, 4.093, -2.050], [7.902, 5.674, -0.169], [5.866, 5.741, 1.222], [3.610, 4.976, 1.698], [1.608, 3.648, 1.045], [1.182, 4.944, -1.293], [-0.054, 6.519, -2.683], [-1.779, 6.992, -4.328], [-2.787, 5.684, -4.968], [-1.209, 5.994, -5.662], [-2.085, 3.299, -4.597], [-0.812, 1.693, -3.235], [2.172, -2.738, 1.400], [0.409, -2.522, 0.962], [-0.518, -3.005, 2.445], [-1.812, -3.515, 2.306], [-2.518, -3.946, 3.412], [-1.963, -3.835, 4.677], [-0.700, -3.285, 4.826], [0.024, -2.872, 3.722], [0.195, -3.878, -0.240], [0.665, -3.659, -1.533], [0.465, -4.600, -2.523], [-0.174, -5.792, -2.223], [-0.558, -6.055, -0.919], [-0.388, -5.102, 0.071], [2.278, -3.740, 1.817], [2.514, -2.005, 2.120], [2.777, -2.659, 0.501], [-2.261, -3.589, 1.328], [-3.501, -4.379, 3.294], [-2.507, -4.178, 5.545], [-0.272, -3.188, 5.811], [1.016, -2.470, 3.859], [1.199, -2.741, -1.741], [0.812, -4.408, -3.526], [-0.359, -6.516, -2.999], [-0.992, -7.011, -0.672], [-0.695, -5.327, 1.081]]
}